# 1
ORCA calculation (ωB97M-V/def2-TZVPD) on a molecular structure, C30H41BrClN4O5RuSi in a non-equilibrium geometry.

The total charge is 0. Its HOMO energy (alpha / beta) is -6.75 / -6.31 eV. The LUMO energy (alpha / beta) is -0.058 / -0.169 eV. For the strongest force on any atom, the calculation gives 0.047 Eh/bohr. The spin multiplicity is 2. The value obtained for the frontier orbital gap (alpha / beta) is 0.2458 / 0.2258 Ha.

```
84
Properties=species:S:1:pos:R:3:forces:R:3
Ru -0.48382 0.61332 1.37390 -1.64 1.53 0.86
O -1.71840 -2.29269 6.71314 0.08 -0.02 0.00
C -1.57035 -1.59825 5.56554 -0.35 0.11 -0.16
C -2.66615 -1.08856 4.85726 0.52 -0.14 0.14
C -2.40132 -0.41355 3.68436 -0.72 0.28 -0.42
N -1.17872 -0.18463 3.22524 0.70 -0.70 -0.41
C -0.12787 -0.64969 3.91833 -0.12 0.12 0.29
C -0.28601 -1.37928 5.08290 0.10 0.13 -0.11
C 1.26208 -0.25606 3.39723 -0.06 -0.16 0.07
O 2.22931 -0.76986 3.92794 0.09 0.08 0.07
O 1.25989 0.61565 2.45092 0.35 0.00 -0.06
C -3.57434 0.12139 2.88072 0.22 -0.60 0.50
O -4.71284 0.02134 3.25577 0.21 0.24 -0.23
O -3.18828 0.69128 1.72646 0.03 0.14 -0.14
H -2.65357 -2.38680 6.92444 -0.01 0.01 0.01
H -3.68743 -1.21983 5.18516 -0.04 0.01 0.00
H 0.59329 -1.74196 5.59472 -0.01 -0.04 0.04
Cl -6.66551 3.02463 0.27330 0.04 0.02 0.05
C -5.52739 3.56566 1.48111 -0.05 -0.04 -0.07
C -5.76151 4.77086 2.11908 -0.02 0.01 -0.01
C -4.85684 5.22429 3.06480 0.02 -0.01 0.01
C -3.72361 4.47752 3.35148 -0.06 0.02 -0.02
C -3.50466 3.27269 2.70268 0.02 0.00 0.00
C -4.41237 2.78833 1.76707 -0.03 0.00 0.02
C -4.18968 1.47862 1.05759 0.05 -0.06 -0.06
H -6.64561 5.34035 1.86930 -0.01 0.01 0.01
H -5.03992 6.16111 3.57301 0.01 0.02 0.00
H -3.00846 4.83260 4.08038 0.02 0.00 0.01
H -2.60894 2.70238 2.91581 0.02 -0.02 0.00
H -3.78505 1.65705 0.06125 -0.04 -0.08 0.01
H -5.10898 0.90310 0.96188 0.01 0.05 0.09
C 0.37154 0.23813 -3.48829 -0.01 -0.01 0.00
C 1.72352 -0.30202 -3.00353 0.13 -0.11 -0.16
C 2.42784 0.85109 -2.27482 -0.02 0.01 -0.03
C 2.56382 -0.67282 -4.23993 0.00 0.07 0.00
Si 1.54891 -1.81578 -1.84592 0.07 -0.11 -0.16
Br -0.17178 -1.31110 -0.46944 -0.38 -0.08 0.12
C 0.89776 -3.39881 -2.73190 0.16 -0.02 0.00
C 0.21232 -4.39110 -1.77752 0.01 0.00 -0.02
C 2.06408 -4.13969 -3.41053 -0.07 -0.02 -0.03
C -0.14145 -3.05187 -3.80671 -0.01 -0.02 0.00
C 3.03784 -2.11308 -0.68550 0.11 0.00 -0.09
C 4.33817 -2.29566 -1.48866 0.05 0.03 0.09
C 2.80328 -3.37948 0.15372 0.01 0.00 0.00
C 3.25849 -0.94793 0.29685 -0.07 -0.03 0.08
H 0.56011 1.08299 -4.15871 -0.01 0.03 0.00
H -0.22912 0.60122 -2.65737 -0.02 0.02 0.04
H -0.22152 -0.49088 -4.03462 0.02 -0.02 -0.01
H 2.35278 1.75524 -2.88819 0.01 0.02 0.01
H 3.48720 0.65336 -2.11540 0.02 -0.03 0.00
H 1.97318 1.06344 -1.30561 -0.02 0.00 0.00
H 2.73194 0.22776 -4.83967 0.00 0.01 0.00
H 2.06653 -1.39948 -4.88154 -0.03 -0.01 -0.01
H 3.54328 -1.07360 -3.97862 0.04 -0.02 0.03
H 0.87427 -4.77354 -1.00502 0.04 0.01 0.02
H -0.13291 -5.24581 -2.36769 0.00 -0.03 0.00
H -0.65673 -3.95749 -1.28697 -0.05 0.04 -0.01
H 2.75531 -4.56122 -2.68215 0.02 -0.01 0.03
H 2.63454 -3.50875 -4.09271 0.01 0.05 -0.02
H 1.66298 -4.97305 -3.99642 0.00 -0.01 -0.01
H -1.00143 -2.52730 -3.38766 -0.02 0.02 0.03
H -0.50703 -3.98474 -4.24683 -0.02 -0.01 -0.02
H 0.26497 -2.45029 -4.61778 0.03 0.00 -0.01
H 4.30746 -3.12959 -2.18820 -0.04 -0.04 -0.03
H 5.15907 -2.48669 -0.79018 0.01 -0.01 0.02
H 4.59946 -1.39556 -2.04540 0.01 0.04 -0.02
H 2.86118 -4.28981 -0.44265 -0.02 -0.02 -0.04
H 1.84246 -3.36362 0.67073 -0.02 0.03 0.02
H 3.58143 -3.43896 0.91908 0.02 -0.02 0.00
H 3.75124 -0.10027 -0.17293 -0.01 0.03 -0.03
H 3.90720 -1.29144 1.10724 0.04 0.01 -0.01
H 2.34569 -0.58726 0.76957 -0.02 -0.02 -0.02
N 2.58490 4.51952 -0.69541 0.04 0.06 -0.08
C 1.37130 3.89591 -0.76730 -0.14 -0.06 0.25
C 0.99133 2.96813 0.22131 -0.03 0.21 0.17
N -0.14200 2.28773 0.13017 0.76 -0.95 -0.61
C -0.92678 2.54152 -0.94078 -0.03 0.16 0.21
C -0.54910 3.46938 -1.87920 0.03 0.09 0.03
N 0.59889 4.14970 -1.81430 -0.06 0.01 -0.11
H 3.06545 4.55205 0.18571 -0.01 -0.01 0.01
H 2.71970 5.29898 -1.31662 0.00 0.00 0.01
H 1.61457 2.76531 1.08560 0.04 -0.12 -0.08
H -1.84724 1.98022 -1.03084 0.06 -0.07 -0.02
H -1.18587 3.66601 -2.73327 0.01 0.01 -0.01
```
Positions in Å, forces in eV/Å.

In the Mulliken picture, each atom carries the following charge in e: number 1, Ru, carries 0.42; number 2, O, carries -0.55; number 3, C, carries 1.04; number 4, C, carries -0.39; number 5, C, carries -0.35; number 6, N, carries 0.10; number 7, C, carries 0.31; number 8, C, carries -0.60; number 9, C, carries -0.01; number 10, O, carries -0.71; number 11, O, carries -0.59; number 12, C, carries 0.11; number 13, O, carries -0.65; number 14, O, carries 0.16; number 15, H, carries 0.30; number 16, H, carries 0.48; number 17, H, carries 0.60; number 18, Cl, carries -0.23; number 19, C, carries 0.38; number 20, C, carries -0.57; number 21, C, carries -0.36; number 22, C, carries -0.97; number 23, C, carries 0.04; number 24, C, carries 0.52; number 25, C, carries -1.60; number 26, H, carries 0.43; number 27, H, carries 0.38; number 28, H, carries 0.41; number 29, H, carries 0.38; number 30, H, carries 0.69; number 31, H, carries 0.51; number 32, C, carries -1.56; number 33, C, carries 2.60; number 34, C, carries -1.84; number 35, C, carries -1.84; number 36, Si, carries -0.36; number 37, Br, carries -0.07; number 38, C, carries 2.38; number 39, C, carries -1.85; number 40, C, carries -1.83; number 41, C, carries -2.05; number 42, C, carries 2.46; number 43, C, carries -1.77; number 44, C, carries -2.18; number 45, C, carries -1.78; number 46, H, carries 0.58; number 47, H, carries -0.09; number 48, H, carries 0.33; number 49, H, carries 0.74; number 50, H, carries 0.31; number 51, H, carries -0.09; number 52, H, carries 0.52; number 53, H, carries 0.32; number 54, H, carries 0.32; number 55, H, carries 0.33; number 56, H, carries 0.53; number 57, H, carries 0.33; number 58, H, carries 0.32; number 59, H, carries 0.30; number 60, H, carries 0.54; number 61, H, carries 0.34; number 62, H, carries 0.61; number 63, H, carries 0.33; number 64, H, carries 0.28; number 65, H, carries 0.51; number 66, H, carries 0.32; number 67, H, carries 0.35; number 68, H, carries 0.36; number 69, H, carries 0.61; number 70, H, carries 0.27; number 71, H, carries 0.65; number 72, H, carries 0.13; number 73, N, carries -0.47; number 74, C, carries 0.68; number 75, C, carries -0.66; number 76, N, carries 0.50; number 77, C, carries -0.61; number 78, C, carries -0.61; number 79, N, carries -0.66; number 80, H, carries 0.22; number 81, H, carries 0.25; number 82, H, carries 0.36; number 83, H, carries 0.59; number 84, H, carries 0.39



# 2
ORCA calculation (ωB97M-V/def2-TZVPD) on a molecular structure, C30H41BrN4O2RuS2.

The total charge is +1. Its HOMO energy (alpha / beta) is -10.45 / -10.52 eV. The LUMO energy (alpha / beta) is -3.350 / -3.873 eV. For the strongest force on any atom, the calculation gives 0.015 Eh/bohr. The spin multiplicity is 2. The value obtained for the frontier orbital gap (alpha / beta) is 0.2608 / 0.2441 Ha.

```
81
Properties=species:S:1:pos:R:3:forces:R:3
Ru 0.18819 0.94461 0.12546 -0.52 -0.28 -0.50
C 1.40718 5.81355 -3.07440 0.00 -0.02 -0.02
C 1.59545 5.26647 -1.66804 -0.04 0.01 0.03
N 0.33372 5.13275 -0.93219 0.03 -0.02 -0.10
C -0.27054 6.37958 -0.42274 0.02 -0.01 0.00
C -1.42933 6.87255 -1.27616 0.00 0.01 -0.01
C -0.28414 3.97942 -0.74204 -0.18 0.05 0.11
S 0.29633 2.53232 -1.54718 0.09 -0.10 -0.09
N -1.44328 4.00549 -0.07594 0.17 0.14 0.14
C -1.86497 3.04392 0.70535 0.02 -0.10 0.02
O -1.15967 2.04530 1.09594 0.13 0.03 -0.03
C -3.23694 3.13225 1.25116 -0.01 0.04 -0.02
C -3.96237 4.31650 1.13884 -0.01 -0.01 -0.02
C -5.25279 4.38595 1.63421 0.01 0.00 0.00
C -5.82472 3.27280 2.23646 0.00 0.00 0.00
C -5.10449 2.09155 2.34925 0.00 -0.01 0.01
C -3.80987 2.02007 1.86305 0.01 0.01 0.01
H 2.35532 5.77922 -3.61054 0.01 0.01 0.01
H 1.06870 6.84905 -3.06444 -0.01 -0.01 0.00
H 0.68130 5.21626 -3.62741 0.01 -0.01 0.00
H 2.23093 5.92624 -1.07551 0.02 0.00 -0.02
H 2.06858 4.28921 -1.69569 0.01 0.00 0.00
H 0.53156 7.11633 -0.40254 0.00 0.00 0.00
H -0.59126 6.20572 0.60222 -0.02 0.01 0.00
H -1.11830 7.05379 -2.30400 0.00 0.00 0.00
H -1.80404 7.81110 -0.86745 0.00 -0.01 0.01
H -2.24137 6.14862 -1.28124 0.00 -0.01 0.00
H -3.50292 5.17456 0.66795 0.00 0.00 0.00
H -5.81300 5.30772 1.55374 0.00 0.00 0.00
H -6.83496 3.32685 2.62035 0.00 0.00 0.00
H -5.55259 1.22628 2.81891 0.00 0.00 0.00
H -3.23846 1.10646 1.95067 0.00 0.00 0.00
C -1.30740 -6.38398 -1.99336 0.01 -0.02 0.01
C -2.05991 -5.54847 -0.94816 0.00 0.01 0.00
C -2.18176 -6.35065 0.35468 -0.01 0.00 0.01
C -3.46806 -5.26267 -1.47014 0.00 0.02 -0.02
C -1.27720 -4.26172 -0.69460 -0.01 -0.02 -0.03
C -1.74510 -3.01103 -1.06872 -0.04 0.00 -0.01
C -0.95371 -1.91168 -0.81997 0.10 -0.09 0.03
Br -1.59283 -0.19124 -1.33199 -0.10 -0.01 0.08
C 0.30210 -1.94699 -0.21337 0.04 0.08 -0.20
O 1.01787 -0.80840 -0.03877 0.12 0.16 0.42
C 0.77926 -3.20943 0.19242 -0.04 -0.03 -0.08
C -0.02927 -4.31063 -0.08372 0.04 0.00 0.00
C 2.12983 -3.50252 0.86478 0.00 0.03 0.01
C 1.91273 -4.41991 2.07947 0.00 -0.02 0.02
C 3.03008 -4.21288 -0.15655 0.02 -0.01 0.01
C 2.87531 -2.26849 1.37535 -0.01 0.01 0.00
H -1.86046 -7.29898 -2.21393 0.00 0.00 0.01
H -0.31668 -6.66923 -1.63518 0.00 0.01 0.00
H -1.18297 -5.82668 -2.92343 -0.01 0.00 0.00
H -2.79573 -7.23731 0.18794 0.01 0.00 0.00
H -2.64985 -5.75503 1.14041 -0.01 0.00 -0.01
H -1.21136 -6.68950 0.71891 0.00 0.01 0.01
H -4.00545 -6.20239 -1.60035 0.01 0.00 0.00
H -3.44827 -4.76269 -2.44056 0.00 0.00 0.00
H -4.03978 -4.64654 -0.77296 0.00 -0.01 0.01
H -2.70845 -2.88068 -1.53970 0.00 0.00 0.00
H 0.34762 -5.28426 0.19790 -0.01 0.01 0.00
H 1.53607 -5.40398 1.80459 0.00 0.01 0.01
H 1.20922 -3.97411 2.78491 0.01 0.01 0.00
H 2.86275 -4.57194 2.59490 0.00 -0.01 -0.01
H 2.59207 -5.15429 -0.49012 -0.01 0.00 0.00
H 4.00327 -4.43244 0.28865 0.00 0.00 0.00
H 3.18766 -3.58629 -1.03698 0.00 0.01 0.00
H 2.25536 -1.66960 2.04355 0.00 0.00 0.01
H 3.20372 -1.63736 0.55364 0.00 0.02 0.00
H 3.75748 -2.60395 1.92561 0.00 0.00 0.00
C 3.64125 0.99922 -1.07189 0.01 0.02 0.01
N 4.03168 0.82932 0.31923 -0.02 -0.05 -0.03
C 5.23092 0.27565 0.73317 0.02 0.03 0.01
C 5.22441 0.25940 2.08053 0.00 -0.03 -0.01
N 4.00974 0.78315 2.46436 0.02 0.05 -0.02
C 3.28208 1.13059 1.38836 -0.03 -0.01 0.00
S 1.75909 1.92560 1.51802 0.18 0.09 0.27
H 4.49666 1.36730 -1.63344 0.01 -0.02 -0.01
H 2.83407 1.72514 -1.12109 0.03 0.01 0.00
H 3.29928 0.04897 -1.47993 -0.03 0.01 0.00
H 5.97312 -0.05327 0.02850 0.00 -0.01 0.00
H 5.95657 -0.08552 2.78700 0.01 0.01 0.00
H 3.67574 0.90995 3.40598 -0.01 -0.03 0.00
```
Positions in Å, forces in eV/Å.

In the Mulliken picture, each atom carries the following charge in e: number 1, Ru, carries 1.52; number 2, C, carries -1.11; number 3, C, carries -0.40; number 4, N, carries 0.11; number 5, C, carries -0.74; number 6, C, carries -1.01; number 7, C, carries 0.74; number 8, S, carries -0.43; number 9, N, carries -0.20; number 10, C, carries 0.10; number 11, O, carries -0.87; number 12, C, carries 0.64; number 13, C, carries -0.23; number 14, C, carries -0.68; number 15, C, carries -0.37; number 16, C, carries -0.75; number 17, C, carries -0.43; number 18, H, carries 0.44; number 19, H, carries 0.32; number 20, H, carries 0.28; number 21, H, carries 0.40; number 22, H, carries 0.03; number 23, H, carries 0.44; number 24, H, carries 0.46; number 25, H, carries 0.35; number 26, H, carries 0.35; number 27, H, carries 0.23; number 28, H, carries 0.36; number 29, H, carries 0.41; number 30, H, carries 0.40; number 31, H, carries 0.40; number 32, H, carries 0.41; number 33, C, carries -1.58; number 34, C, carries 1.92; number 35, C, carries -1.61; number 36, C, carries -2.14; number 37, C, carries -0.21; number 38, C, carries -0.19; number 39, C, carries 0.43; number 40, Br, carries -0.24; number 41, C, carries 1.11; number 42, O, carries -0.98; number 43, C, carries -0.82; number 44, C, carries -0.68; number 45, C, carries 2.49; number 46, C, carries -1.84; number 47, C, carries -1.80; number 48, C, carries -2.23; number 49, H, carries 0.46; number 50, H, carries 0.32; number 51, H, carries 0.36; number 52, H, carries 0.46; number 53, H, carries 0.36; number 54, H, carries 0.34; number 55, H, carries 0.43; number 56, H, carries 0.38; number 57, H, carries 0.43; number 58, H, carries 0.55; number 59, H, carries 0.21; number 60, H, carries 0.40; number 61, H, carries 0.40; number 62, H, carries 0.46; number 63, H, carries 0.41; number 64, H, carries 0.44; number 65, H, carries 0.31; number 66, H, carries 0.45; number 67, H, carries 0.18; number 68, H, carries 0.61; number 69, C, carries -0.36; number 70, N, carries 0.31; number 71, C, carries -0.16; number 72, C, carries -0.69; number 73, N, carries 0.16; number 74, C, carries 0.10; number 75, S, carries -0.60; number 76, H, carries 0.46; number 77, H, carries -0.27; number 78, H, carries 0.16; number 79, H, carries 0.47; number 80, H, carries 0.43; number 81, H, carries 0.22



In order of appearance, energy relative to the best compared isomer or geometry (same formula, charge and spin) = 45.4, 8.1 kcal/mol.